Density functional theory data (the ωB97M-V functional and the def2-TZVPD basis) for an isolated molecule of C16H20N4O in a non-equilibrium geometry.

Element x y z (Å)
C 0.12 -2.28 -1.36
C 0.01 -2.53 0.18
C -0.46 -3.96 0.38
C -0.93 -1.57 0.88
N -0.46 -0.12 0.90
C 0.66 0.43 1.61
N 1.65 -0.14 2.10
C 2.50 0.62 2.73
N 3.60 0.04 3.38
C 2.39 2.03 2.84
C 1.26 2.65 2.32
O 1.09 3.88 2.53
N 0.43 1.86 1.63
C -0.74 2.30 0.89
C -1.27 0.95 0.31
C -1.28 1.08 -1.28
C -0.11 1.41 -2.03
C -0.02 1.29 -3.44
C -1.18 1.14 -4.19
C -2.39 1.04 -3.50
C -2.43 0.99 -2.10
H -0.89 -2.24 -1.75
H 0.65 -1.36 -1.59
H 0.58 -3.09 -1.73
H 0.96 -2.49 0.67
H -1.51 -4.02 0.23
H -0.11 -4.67 -0.36
H -0.11 -4.28 1.35
H -1.98 -1.52 0.62
H -0.97 -2.01 1.87
H 4.37 0.62 3.67
H 3.70 -0.94 3.25
H 3.12 2.71 3.29
H -0.58 3.09 0.12
H -1.40 2.69 1.64
H -2.34 0.84 0.54
H 0.81 1.56 -1.48
H 0.89 1.39 -4.00
H -1.09 0.92 -5.25
H -3.20 0.85 -4.20
H -3.36 0.84 -1.65

Properties
SMILES = CC(C)CN1c2nc(N)cc(=O)n2C[C@H]1c1ccccc1
Gap between HOMO and LUMO = 8.45 eV


Density functional theory data (the ωB97M-V functional and the def2-TZVPD basis) for an isolated molecule of C16H20N4O3S2 in a non-equilibrium geometry.

Element x y z (Å)
C -2.99 -2.55 -4.42
C -3.40 -1.29 -3.66
C -2.22 -0.59 -3.10
N -1.84 0.59 -3.46
N -0.75 1.02 -2.84
C -0.28 0.18 -1.98
N 0.82 0.41 -1.20
C 1.12 -0.41 -0.16
O 0.55 -1.46 0.02
C 2.27 0.08 0.72
C 3.05 -1.15 1.21
C 4.11 -0.77 2.23
C 3.45 -0.01 3.37
C 2.73 1.21 2.81
N 1.71 0.80 1.85
S 0.73 2.11 1.40
O 1.26 2.70 0.19
O 0.58 2.96 2.53
C -0.85 1.36 1.04
C -1.27 0.27 1.77
C -2.51 -0.29 1.50
C -3.32 0.27 0.52
C -2.90 1.38 -0.19
C -1.65 1.93 0.07
S -1.19 -1.31 -1.87
H -3.86 -3.05 -4.82
H -2.32 -2.29 -5.24
H -2.46 -3.23 -3.75
H -3.92 -0.60 -4.33
H -4.08 -1.56 -2.85
H 1.17 1.37 -1.20
H 2.93 0.74 0.14
H 2.33 -1.84 1.66
H 3.49 -1.64 0.35
H 4.61 -1.66 2.60
H 4.87 -0.13 1.76
H 2.73 -0.65 3.88
H 4.19 0.32 4.10
H 3.45 1.88 2.33
H 2.21 1.77 3.59
H -0.62 -0.15 2.52
H -2.84 -1.16 2.05
H -4.28 -0.17 0.31
H -3.52 1.81 -0.96
H -1.29 2.79 -0.48

Properties
SMILES = CCc1nnc(NC(=O)[C@@H]2CCCCN2S(=O)(=O)c2ccccc2)s1
Gap between HOMO and LUMO = 9.47 eV


For each record above, in turn, the calculated energy above the lowest of the compared OMol25 structures with the same formula, charge and spin values are 151.2, 103.9 kJ/mol.